[1]
Molecular formula: C39H54MoN8OSe
Method: DFT, ωB97M-V/def2-TZVPD

Results
Largest force on an atom: 1.7 eV Å⁻¹
Molecular weight: 825.82 g/mol
Spin multiplicity: 3
<S²>: 2.04
Gap between HOMO and LUMO (spin up / spin down): 5.73 / 6.88 eV
E: -122479.2668 eV
Net charge: +2

Atoms and positions in Å:
Mo  -0.76  0.99  1.19
C  0.25  1.58  4.97
C  -0.46  0.29  5.24
C  -0.88  -0.52  4.00
N  -0.02  -0.21  2.83
C  1.25  -0.54  2.85
C  1.83  -1.41  3.79
C  3.11  -1.85  4.08
C  4.29  -1.39  3.54
C  4.40  -0.42  2.56
C  3.40  0.25  1.84
C  2.01  0.16  1.82
N  1.24  0.81  0.90
C  1.95  1.55  -0.18
C  1.23  1.72  -1.54
C  -0.25  2.14  -1.57
N  -0.73  2.52  -0.25
C  -0.58  3.74  0.21
C  0.06  4.76  -0.58
C  0.09  6.11  -0.40
C  -0.37  6.89  0.67
C  -0.84  6.40  1.85
C  -1.03  5.09  2.28
C  -0.91  3.88  1.60
N  -1.08  2.66  2.22
C  -1.70  2.61  3.54
C  -0.71  2.76  4.74
H  0.95  1.50  4.09
H  0.83  1.78  5.87
H  -1.34  0.43  5.87
H  0.25  -0.30  5.81
H  -1.89  -0.27  3.66
H  -0.91  -1.59  4.24
H  1.07  -1.89  4.43
H  3.16  -2.61  4.82
H  5.21  -1.85  3.87
H  5.41  -0.15  2.24
H  3.80  0.94  1.11
H  2.86  1.00  -0.39
H  2.20  2.54  0.23
H  1.38  0.82  -2.12
H  1.81  2.50  -2.06
H  -0.87  1.35  -1.91
H  -0.41  2.95  -2.30
H  0.49  4.48  -1.55
H  0.59  6.64  -1.20
H  -0.27  7.95  0.54
H  -1.01  7.09  2.66
H  -1.29  4.96  3.31
H  -2.26  1.67  3.59
H  -2.48  3.37  3.68
H  -1.29  2.90  5.65
H  -0.11  3.66  4.59
C  -5.30  1.10  0.05
N  -4.91  -0.10  0.77
C  -3.72  -0.25  1.33
N  -3.47  -1.42  1.98
O  -2.89  0.69  1.29
H  -4.67  1.93  0.39
H  -6.34  1.27  0.24
H  -5.14  1.01  -1.03
H  -5.61  -0.79  0.92
H  -4.02  -2.25  1.79
H  -2.55  -1.57  2.40
C  0.89  -4.89  -1.99
C  1.41  -4.67  -0.57
C  2.53  -3.65  -0.54
C  2.07  -2.18  -0.57
N  1.32  -1.71  -1.72
C  0.00  -1.39  -1.72
Se  -1.12  -1.39  -0.20
N  -0.34  -1.02  -2.96
C  -1.69  -0.61  -3.42
C  -2.67  -1.73  -3.76
C  -2.33  -2.60  -5.00
C  -1.39  -3.79  -4.68
C  0.76  -1.15  -3.81
C  0.92  -0.93  -5.17
C  2.19  -1.14  -5.66
C  3.25  -1.59  -4.87
C  3.09  -1.80  -3.52
C  1.82  -1.61  -3.02
H  0.10  -5.62  -2.02
H  1.65  -5.25  -2.66
H  0.44  -3.99  -2.40
H  1.79  -5.64  -0.23
H  0.61  -4.36  0.10
H  3.23  -3.83  -1.33
H  3.11  -3.71  0.37
H  2.93  -1.51  -0.44
H  1.44  -2.01  0.28
H  -1.50  -0.04  -4.33
H  -2.14  0.04  -2.65
H  -3.64  -1.24  -3.87
H  -2.80  -2.36  -2.88
H  -1.89  -1.96  -5.79
H  -3.25  -2.99  -5.47
H  -0.42  -3.40  -4.34
H  -1.21  -4.41  -5.55
H  -1.81  -4.44  -3.87
H  0.12  -0.63  -5.82
H  2.37  -1.01  -6.71
H  4.24  -1.72  -5.35
H  3.91  -2.15  -2.91

Results of the Löwdin charge analysis, in e, for atoms 1 through 5: 1.5899 -0.1964 -0.1723 -0.2084 -0.1301


[2]
Molecular formula: C39H54N4Pd
Method: DFT, ωB97M-V/def2-TZVPD

Results
Largest force on an atom: 3.5 eV Å⁻¹
Molecular weight: 685.31 g/mol
Spin multiplicity: 5
<S²>: 6.03
Gap between HOMO and LUMO (spin up / spin down): 1.40 / 5.88 eV
E: -50751.2704 eV
Net charge: -2

Atoms and positions in Å:
Pd  -0.43  -0.69  -0.43
C  -2.39  -4.15  0.09
C  -1.66  -2.07  0.01
N  -1.28  -3.34  0.22
H  -4.49  -3.61  -0.18
N  -3.00  -2.04  -0.13
H  -2.36  -5.21  0.09
C  -0.09  -0.44  -2.41
C  0.61  0.64  -2.95
C  0.79  0.71  -4.35
C  0.13  -0.20  -5.18
C  -0.53  -1.29  -4.60
C  -0.65  -1.41  -3.22
H  0.98  1.42  -2.27
H  1.41  1.50  -4.80
H  -0.99  -2.04  -5.25
H  -1.20  -2.23  -2.76
C  0.02  -0.06  -6.66
H  -0.43  -0.98  -7.06
H  0.98  0.09  -7.15
H  -0.63  0.77  -6.94
C  0.15  -3.69  0.43
C  0.33  -5.11  0.93
C  0.94  -3.48  -0.86
H  0.02  -5.86  0.19
H  1.40  -5.27  1.12
H  -0.19  -5.28  1.88
H  1.88  -2.88  1.45
H  0.40  -2.90  2.47
H  0.96  -2.42  -1.17
C  0.78  -2.74  1.45
H  0.53  -4.07  -1.69
H  1.99  -3.78  -0.68
H  0.61  -1.65  1.25
C  -3.47  -3.34  -0.08
C  -3.58  -0.28  -1.83
H  -3.95  -1.02  -2.54
H  -4.18  0.64  -1.94
C  -3.72  -0.75  -0.38
H  -3.49  1.34  0.09
C  -5.21  -0.87  -0.11
H  -5.45  -1.15  0.92
H  -2.53  -0.02  -2.07
H  -2.00  0.42  0.37
H  -5.71  -1.55  -0.81
H  -5.65  0.13  -0.28
C  -3.11  0.37  0.47
H  -3.35  0.29  1.53
C  3.44  3.43  0.36
N  2.99  2.13  0.16
H  2.29  5.29  0.33
N  1.27  3.41  0.02
H  4.46  3.67  0.54
C  3.75  0.84  0.28
C  5.23  1.04  0.01
C  3.55  0.18  1.65
H  5.71  1.65  0.78
H  5.71  0.06  0.02
H  5.40  1.48  -0.97
H  3.76  -1.10  -0.61
H  3.06  0.13  -1.69
H  2.48  -0.05  1.83
C  3.14  -0.20  -0.66
H  3.93  0.77  2.49
H  4.09  -0.78  1.63
H  2.13  -0.47  -0.31
C  2.37  4.23  0.26
C  -0.90  3.25  1.27
H  -0.59  3.81  2.15
H  -1.98  3.43  1.12
C  -0.20  3.74  0.00
H  -1.93  3.13  -1.11
C  -0.47  5.22  -0.18
H  -0.07  5.61  -1.12
H  -0.77  2.17  1.43
H  -0.70  1.87  -0.99
H  -0.11  5.82  0.66
H  -1.56  5.33  -0.22
C  -0.85  2.95  -1.14
H  -0.46  3.24  -2.11
C  1.69  2.15  -0.09
C  1.94  -0.19  6.82
C  2.58  -0.77  5.70
C  1.87  -0.96  4.53
C  0.53  -0.53  4.43
C  -0.20  -0.76  3.27
C  -1.54  -0.62  3.19
C  -2.23  0.03  4.29
C  -1.56  0.24  5.49
C  -0.17  -0.02  5.61
C  0.58  0.10  6.80
H  2.52  0.01  7.71
H  3.62  -1.09  5.76
H  2.30  -1.48  3.67
H  -2.08  -1.00  2.32
H  -3.28  0.30  4.17
H  -2.11  0.57  6.37
H  0.06  0.40  7.71

Results of the Löwdin charge analysis, in e, for atoms 1 through 5: 0.7272 -0.1047 -0.3001 0.0049 0.0509


[3]
Molecular formula: C39H55N6O6RuSSi4
Method: DFT, ωB97M-V/def2-TZVPD

Results
Largest force on an atom: 0.8 eV Å⁻¹
Molecular weight: 949.39 g/mol
Energy relative to the best compared isomer or geometry (same formula, charge and spin): 0.0000 eV
Spin multiplicity: 6
<S²>: 8.79
Gap between HOMO and LUMO (spin up / spin down): 4.66 / 6.01 eV
E: -107491.1136 eV
Net charge: 0

Atoms and positions in Å:
Ru  -0.29  0.64  0.33
N  1.76  1.21  1.99
C  1.76  2.53  2.66
C  0.54  3.42  2.31
C  -0.63  2.84  3.04
O  -1.10  3.26  4.07
O  -1.03  1.69  2.45
H  2.24  0.53  2.56
H  2.28  1.26  1.13
H  2.67  3.08  2.43
H  1.75  2.36  3.74
H  0.35  3.40  1.23
H  0.71  4.44  2.65
N  -2.22  1.97  -3.02
C  -2.81  1.57  -1.90
S  -2.33  2.19  -0.39
N  -3.86  0.75  -1.95
C  -4.48  0.06  -3.02
C  -5.27  -1.04  -2.66
C  -5.92  -1.78  -3.63
C  -5.80  -1.45  -4.97
C  -5.04  -0.35  -5.33
C  -4.39  0.41  -4.36
H  -1.37  2.50  -2.86
H  -2.20  1.35  -3.82
H  -4.12  0.43  -1.03
H  -5.37  -1.30  -1.61
H  -6.53  -2.63  -3.33
H  -6.30  -2.03  -5.73
H  -4.95  -0.06  -6.37
H  -3.86  1.31  -4.67
O  -1.38  -1.21  -1.54
C  -0.61  -1.41  -0.61
O  -1.12  -1.77  0.64
C  0.85  -1.64  -0.77
C  1.38  -1.91  -2.02
C  2.76  -1.98  -2.22
C  3.56  -1.68  -1.15
O  4.91  -1.62  -1.11
C  5.25  -1.14  0.20
O  4.05  -1.14  0.98
C  3.04  -1.40  0.10
C  1.70  -1.42  0.34
H  0.69  -2.07  -2.83
H  3.19  -2.18  -3.20
H  5.65  -0.13  0.13
H  5.99  -1.80  0.65
H  1.29  -1.31  1.34
N  5.62  2.40  -3.57
C  6.52  1.99  -4.54
C  7.84  2.34  -4.82
C  8.44  1.72  -5.91
C  7.74  0.79  -6.68
C  6.42  0.46  -6.41
C  5.80  1.07  -5.32
N  4.51  0.92  -4.83
C  4.42  1.74  -3.79
C  3.27  1.91  -2.96
C  3.23  2.72  -1.78
C  2.12  2.71  -0.99
N  1.00  1.93  -1.20
C  1.01  1.25  -2.40
C  2.05  1.24  -3.28
H  5.80  3.08  -2.86
H  8.37  3.06  -4.22
H  9.47  1.96  -6.16
H  8.24  0.33  -7.53
H  5.87  -0.26  -7.01
H  4.06  3.35  -1.50
H  2.08  3.38  -0.14
H  0.13  0.67  -2.62
H  1.99  0.69  -4.21
C  -2.81  -3.95  -0.39
Si  -1.68  -3.34  0.95
C  -2.62  -3.18  2.55
C  -0.20  -4.44  1.15
Si  -1.74  0.26  3.15
Si  -4.07  0.63  3.28
C  -4.76  -0.53  4.59
C  -4.95  0.21  1.68
C  -4.48  2.38  3.77
Si  -0.56  -0.25  5.14
C  1.17  -0.85  4.71
C  -1.48  -1.72  5.90
C  -0.44  1.05  6.48
H  -2.39  -4.81  -0.92
H  -3.00  -3.17  -1.13
H  -3.77  -4.27  0.04
H  -3.07  -4.15  2.82
H  -3.42  -2.44  2.46
H  -1.96  -2.87  3.37
H  0.35  -4.55  0.21
H  -0.50  -5.44  1.50
H  0.49  -4.01  1.89
H  -4.52  -1.58  4.39
H  -5.85  -0.43  4.63
H  -4.37  -0.28  5.59
H  -4.63  -0.77  1.31
H  -4.72  0.97  0.93
H  -6.04  0.19  1.84
H  -4.02  2.63  4.73
H  -5.57  2.50  3.85
H  -4.11  3.10  3.03
H  1.16  -1.92  4.45
H  1.85  -0.71  5.56
H  1.59  -0.31  3.85
H  -1.25  -2.66  5.38
H  -2.57  -1.58  5.87
H  -1.18  -1.83  6.95
H  -0.49  2.07  6.09
H  0.49  0.94  7.04
H  -1.28  0.93  7.18

Results of the Löwdin charge analysis, in e, for atoms 1 through 5: 0.9268 0.0009 -0.2084 -0.0845 -0.5665


[4]
Molecular formula: C39H56BrF7NOReSi
Method: DFT, ωB97M-V/def2-TZVPD

Results
Largest force on an atom: 4.3 eV Å⁻¹
Molecular weight: 982.07 g/mol
Energy relative to the best compared isomer or geometry (same formula, charge and spin): 0.8940 eV
Spin multiplicity: 2
<S²>: 0.78
Gap between HOMO and LUMO (spin up / spin down): 5.90 / 6.17 eV
E: -143955.3152 eV
Net charge: +1

Atoms and positions in Å:
Re  -0.05  0.33  0.16
C  0.21  -1.47  1.46
C  -0.35  -2.66  0.82
C  0.66  -3.45  0.36
C  1.91  -2.85  0.70
C  1.67  -1.70  1.39
H  -0.20  -1.21  2.44
H  -1.40  -2.88  0.76
H  0.56  -4.38  -0.17
H  2.87  -3.26  0.46
H  2.41  -1.08  1.86
C  -1.11  -2.80  -2.62
C  -2.09  -1.63  -2.46
C  -2.99  -1.54  -3.69
C  -2.90  -1.80  -1.19
C  -3.77  -2.87  -1.07
C  -4.52  -3.07  0.07
C  -4.39  -2.20  1.14
C  -3.53  -1.12  1.08
C  -3.39  -0.18  2.24
C  -3.29  -0.91  3.58
C  -4.58  0.79  2.26
C  -2.80  -0.91  -0.11
N  -1.98  0.25  -0.19
C  -2.66  1.40  -0.57
C  -3.75  1.41  -1.46
C  -4.36  2.59  -1.83
C  -3.93  3.81  -1.32
C  -2.91  3.83  -0.40
C  -2.30  2.65  -0.04
F  -1.34  2.69  0.93
H  -0.67  -2.78  -3.61
H  -1.63  -3.75  -2.50
H  -0.31  -2.74  -1.89
H  -1.51  -0.71  -2.39
H  -3.58  -2.44  -3.80
H  -2.38  -1.42  -4.59
H  -3.66  -0.68  -3.63
H  -3.88  -3.57  -1.89
H  -5.21  -3.90  0.13
H  -4.98  -2.37  2.03
H  -2.46  0.40  2.11
H  -4.23  -1.38  3.84
H  -3.04  -0.21  4.37
H  -2.52  -1.68  3.55
H  -5.50  0.24  2.45
H  -4.68  1.31  1.31
H  -4.45  1.53  3.05
H  -4.11  0.47  -1.86
H  -5.18  2.56  -2.53
H  -4.41  4.72  -1.62
H  -2.57  4.75  0.07
C  0.67  1.20  -4.24
C  0.87  1.44  -2.74
O  -0.06  0.82  -1.98
C  0.73  2.95  -2.40
F  -0.52  3.36  -2.62
F  1.54  3.78  -3.07
F  0.97  3.15  -1.09
C  2.30  0.97  -2.34
F  2.30  0.54  -1.04
F  2.73  -0.06  -3.05
F  3.23  1.92  -2.41
H  -0.32  1.53  -4.53
H  0.76  0.13  -4.44
H  1.43  1.74  -4.81
C  5.45  4.78  2.36
C  4.18  4.13  1.78
C  4.59  3.11  0.72
C  3.37  5.23  1.08
Si  3.16  3.32  3.25
Br  1.28  1.61  1.75
C  1.81  4.41  4.16
C  1.09  3.63  5.27
C  0.73  4.93  3.20
C  2.51  5.62  4.80
C  4.00  1.85  4.25
C  5.02  1.09  3.39
C  2.99  0.83  4.78
C  4.75  2.43  5.46
H  6.01  5.24  1.54
H  6.09  4.04  2.83
H  5.22  5.55  3.08
H  5.04  3.64  -0.12
H  3.73  2.57  0.34
H  5.32  2.41  1.09
H  3.96  5.62  0.25
H  3.16  6.07  1.74
H  2.44  4.85  0.67
H  0.60  2.75  4.86
H  0.33  4.26  5.71
H  1.78  3.34  6.06
H  0.23  4.10  2.70
H  1.14  5.60  2.45
H  -0.02  5.48  3.77
H  3.27  5.31  5.51
H  1.77  6.22  5.34
H  2.98  6.26  4.06
H  4.56  0.70  2.48
H  5.41  0.25  3.95
H  5.87  1.72  3.12
H  2.39  0.41  3.98
H  2.32  1.26  5.51
H  3.52  0.01  5.25
H  5.54  3.11  5.16
H  5.20  1.61  6.02
H  4.08  2.96  6.13

Results of the Löwdin charge analysis, in e, for atoms 1 through 5: 1.3588 -0.3764 -0.1168 -0.0880 -0.0839